[1]
{
  "formula": "C44H55F33O22",
  "method": "ωB97M-V/def2-TZVPD",
  "e_above_lowest_kj_mol": 802.23,
  "multiplicity": 1,
  "gap_ev": 11.16,
  "smiles": "CCOC(=O)C(F)(F)F.CCOC(=O)C(F)(F)F.CCOC(=O)C(F)(F)F.CCOC(=O)C(F)(F)F.CCOC(=O)C(F)(F)F.CCOC(=O)C(F)(F)F.CCOC(=O)C(F)(F)F.CCOC(=O)C(F)(F)F.CCOC(=O)C(F)(F)F.CCOC(=O)C(F)(F)F.CCOC(=O)C(F)(F)F",
  "elements": ["C", "C", "O", "C", "O", "C", "F", "F", "F", "H", "H", "H", "H", "H", "C", "C", "O", "C", "O", "C", "F", "F", "F", "H", "H", "H", "H", "H", "C", "C", "O", "C", "O", "C", "F", "F", "F", "H", "H", "H", "H", "H", "C", "C", "O", "C", "O", "C", "F", "F", "F", "H", "H", "H", "H", "H", "C", "C", "O", "C", "O", "C", "F", "F", "F", "H", "H", "H", "H", "H", "C", "C", "O", "C", "O", "C", "F", "F", "F", "H", "H", "H", "H", "H", "C", "C", "O", "C", "O", "C", "F", "F", "F", "H", "H", "H", "H", "H", "C", "C", "O", "C", "O", "C", "F", "F", "F", "H", "H", "H", "H", "H", "C", "C", "O", "C", "O", "C", "F", "F", "F", "H", "H", "H", "H", "H", "C", "C", "O", "C", "O", "C", "F", "F", "F", "H", "H", "H", "H", "H", "C", "C", "O", "C", "O", "C", "F", "F", "F", "H", "H", "H", "H", "H"],
  "positions_angstrom": [[0.36407, 1.25938, -12.22905], [-0.68556, 0.95808, -11.15775], [-0.18069, 0.51768, -9.90787], [-0.32993, 1.31829, -8.86665], [-0.90445, 2.39478, -8.83482], [0.14446, 0.67501, -7.59112], [0.88857, 1.59931, -7.03003], [-0.95126, 0.50444, -6.83104], [0.86413, -0.39076, -7.79538], [0.99900, 2.10099, -11.95221], [-0.16807, 1.53136, -13.14060], [0.89875, 0.33174, -12.43327], [-1.31928, 0.14088, -11.50231], [-1.31324, 1.84343, -11.05648], [-7.49963, -1.05952, 2.99198], [-7.23097, -1.28297, 4.47854], [-8.07386, -0.55545, 5.29616], [-7.99165, -0.71345, 6.62506], [-7.10162, -1.42788, 7.14006], [-9.12845, -0.03854, 7.47583], [-9.46732, -0.86187, 8.42919], [-8.50524, 1.04756, 7.97416], [-10.17781, 0.36372, 6.73179], [-6.91346, -1.74224, 2.37684], [-7.19053, -0.09135, 2.59802], [-8.53951, -1.26813, 2.74056], [-6.20021, -1.21423, 4.82626], [-7.36632, -2.35176, 4.64430], [6.79414, -6.64044, 8.08882], [8.12544, -5.98321, 7.70227], [8.18012, -5.37476, 6.40447], [9.22118, -4.68771, 5.92859], [10.29815, -4.60210, 6.57338], [8.94877, -4.01752, 4.53528], [8.98224, -2.69314, 4.67719], [9.93845, -4.25594, 3.71828], [7.79266, -4.42106, 4.02083], [6.88523, -7.45192, 8.81083], [6.24901, -7.15069, 7.29473], [6.18944, -5.86905, 8.56570], [8.79924, -6.83714, 7.63236], [8.44409, -5.24667, 8.43988], [-7.40656, 1.47663, -8.70277], [-6.04542, 1.37740, -8.07745], [-5.68694, 0.00454, -8.03845], [-5.62629, -0.78463, -6.90053], [-5.87560, -0.29334, -5.84755], [-5.45013, -2.35012, -7.19398], [-6.27909, -3.02767, -6.49817], [-5.65111, -2.58334, -8.48291], [-4.23421, -2.80594, -6.90249], [-7.88130, 2.35626, -8.26804], [-8.15790, 0.78408, -8.32336], [-7.38156, 1.58303, -9.78728], [-6.11810, 1.78100, -7.06753], [-5.34786, 2.06845, -8.55070], [13.01432, -0.97421, -3.30145], [11.93204, -1.31248, -2.35657], [10.75792, -0.52373, -2.63800], [10.56717, 0.78851, -2.25145], [11.39151, 1.48084, -1.65398], [9.21549, 1.32345, -2.70126], [9.33308, 2.62212, -2.90139], [8.89592, 0.74423, -3.79944], [8.19280, 1.04036, -1.85400], [13.00838, 0.11533, -3.33270], [12.70036, -1.15450, -4.32956], [13.94458, -1.47729, -3.03759], [12.20924, -1.32733, -1.30251], [11.71951, -2.37150, -2.50286], [-1.78458, -0.47477, -0.60424], [-1.03168, -1.72000, -0.45827], [-0.02929, -1.50884, 0.46735], [1.16447, -1.01762, 0.06147], [1.42446, -0.54099, -1.05883], [2.12923, -0.74911, 1.23250], [2.53728, 0.54716, 1.18772], [1.53449, -0.95334, 2.43128], [3.21043, -1.46391, 1.13175], [-2.67338, -0.47264, -1.23522], [-1.16062, 0.39556, -0.80746], [-2.29561, -0.34419, 0.34965], [-0.64568, -2.14934, -1.38281], [-1.78264, -2.39829, -0.05320], [-6.84766, 8.44400, 5.75394], [-6.96448, 8.35950, 4.14274], [-5.86307, 7.54363, 3.58733], [-5.92271, 6.19900, 3.60690], [-6.90451, 5.62025, 4.04573], [-4.67717, 5.51772, 2.93241], [-4.12067, 4.61321, 3.74515], [-5.06478, 4.87723, 1.82554], [-3.76002, 6.48385, 2.75973], [-7.57213, 9.11461, 6.21603], [-5.86460, 8.88109, 5.92902], [-7.06099, 7.50325, 6.26146], [-6.96706, 9.32223, 3.63161], [-7.88639, 7.90085, 3.78523], [-3.82829, -11.57597, -5.26192], [-4.14693, -11.71671, -3.77119], [-3.35227, -10.92388, -2.92823], [-3.59983, -9.57130, -2.84743], [-4.48489, -8.90860, -3.42127], [-2.61210, -8.83971, -1.84932], [-3.27955, -8.23650, -0.90033], [-1.81146, -9.74061, -1.22772], [-1.79268, -7.92452, -2.45492], [-2.92950, -12.15842, -5.46450], [-3.94244, -10.53421, -5.56162], [-4.57063, -12.09761, -5.86600], [-3.94269, -12.70363, -3.35602], [-5.22310, -11.55273, -3.71571], [-4.75842, -4.73318, 10.90700], [-3.26329, -4.15362, 10.96562], [-2.83801, -3.79809, 9.58897], [-1.46616, -3.71124, 9.32179], [-0.58863, -3.68160, 10.20357], [-1.10729, -3.21655, 7.90510], [-2.16947, -2.85545, 7.17736], [-0.25677, -2.17805, 8.05951], [-0.47797, -4.17307, 7.26223], [-5.22197, -4.10275, 11.66579], [-4.90467, -5.76030, 11.24125], [-5.29074, -4.48101, 9.98986], [-2.63663, -4.93530, 11.39501], [-3.16538, -3.26772, 11.59307], [-2.89153, 5.76302, -4.06440], [-2.03931, 6.78216, -3.26059], [-0.74735, 6.24314, -3.26749], [0.22601, 6.77057, -2.51312], [0.11257, 7.85543, -1.94258], [1.58483, 5.97600, -2.39596], [1.45667, 5.15230, -1.37572], [1.86483, 5.19648, -3.39502], [2.56503, 6.87693, -2.23537], [-3.88727, 6.08760, -4.36649], [-3.04400, 4.92093, -3.38931], [-2.42807, 5.64994, -5.04446], [-2.45443, 6.95717, -2.26804], [-2.05154, 7.68598, -3.86974], [8.65914, 8.28903, -0.95959], [8.13537, 8.14054, 0.51467], [8.02278, 6.81212, 1.02405], [7.82036, 6.61586, 2.32641], [7.65744, 7.54943, 3.11790], [7.57202, 5.15643, 2.81854], [6.38059, 5.02434, 3.55021], [7.62836, 4.36259, 1.75533], [8.49898, 4.86113, 3.73295], [8.81250, 9.30646, -1.31936], [7.98957, 7.88112, -1.71681], [9.59383, 7.75432, -1.12857], [7.19533, 8.68528, 0.60233], [8.79985, 8.72886, 1.14748]]
}



[2]
{
  "formula": "C2N2O5S",
  "method": "ωB97M-V/def2-TZVPD",
  "e_above_lowest_kj_mol": 131.38,
  "multiplicity": 1,
  "gap_ev": 9.90,
  "smiles": "N#CS(=O)(=O)C(=O)[N+](=O)[O-]",
  "elements": ["C", "C", "N", "N", "O", "O", "O", "O", "O", "S"],
  "positions_angstrom": [[-0.11440, 2.25107, 0.80998], [0.71580, -0.62099, 0.11327], [-0.03252, 3.32287, 1.21822], [0.46357, -1.65342, -0.98489], [0.94145, -1.23334, -2.01661], [1.72244, -0.70799, 0.76405], [-0.24279, -2.61490, -0.75685], [-1.27782, -0.07316, 1.48072], [-1.43038, 0.73102, -0.94881], [-0.74535, 0.59884, 0.32092]]
}



[3]
{
  "formula": "C14H20N7O12P2",
  "method": "ωB97M-V/def2-TZVPD",
  "total_charge": -1,
  "multiplicity": 1,
  "gap_ev": 6.04,
  "elements": ["O", "O", "O", "O", "O", "O", "O", "N", "N", "N", "O", "O", "O", "O", "O", "C", "C", "C", "C", "C", "C", "C", "C", "C", "N", "N", "N", "N", "C", "C", "C", "C", "C", "P", "P", "H", "H", "H", "H", "H", "H", "H", "H", "H", "H", "H", "H", "H", "H", "H", "H", "H", "H", "H", "H"],
  "positions_angstrom": [[3.29054, 5.09748, -3.47402], [-0.68378, -6.43757, 2.15779], [1.06913, -1.14650, 2.03252], [-0.84322, -3.54086, 3.59175], [-3.58964, 2.67607, -3.37092], [-4.10169, 6.67403, -1.22856], [-0.47677, -0.64095, 0.51395], [2.98684, 1.61735, -1.56230], [0.91391, 2.09381, -0.67001], [0.87369, 4.65333, -1.86573], [-3.80568, 2.55649, -0.92098], [-5.74577, 2.17016, -2.52161], [-4.14193, 5.34430, -0.03228], [-2.33253, 4.89127, -1.94797], [-4.90259, 4.52154, -2.37119], [3.11633, 4.07886, -2.81701], [0.17639, -6.28634, 1.30565], [0.19363, -1.45461, 1.18848], [0.28598, -3.90820, 3.26781], [4.00504, 1.98243, -2.24618], [-0.13398, 2.91916, -0.52688], [1.93351, 2.51087, -1.41821], [1.91650, 3.79086, -2.02053], [-0.15926, 4.20349, -1.12168], [4.96158, 1.04572, -2.29841], [4.16253, 3.19547, -2.83802], [1.14493, -4.40307, 4.16990], [0.93619, -5.20126, 1.15425], [0.45635, -7.41133, 0.33763], [-1.34783, 5.10249, -0.91457], [0.84301, -4.52804, 5.59305], [-0.03778, -2.94394, 0.88975], [0.77734, -3.88158, 1.80098], [-4.47279, 3.03042, -2.26409], [-3.84712, 5.24761, -1.48277], [-3.52429, 1.65644, -1.15167], [-5.72695, 2.20871, -3.48683], [-4.24029, 6.30648, -0.33036], [-0.97772, 2.58458, 0.06922], [4.65719, 0.25862, -1.72760], [5.89515, 1.39142, -2.12657], [4.84425, 3.30352, -3.57385], [2.04252, -4.70440, 3.83404], [1.60095, -5.22980, 0.40272], [-0.25908, -8.21197, 0.51909], [0.33958, -7.04256, -0.67918], [1.46812, -7.77697, 0.49440], [-1.01151, 6.14507, -0.94193], [-1.73906, 4.91044, 0.09149], [1.72642, -4.84969, 6.14332], [0.03845, -5.25331, 5.72724], [0.50457, -3.56230, 5.97455], [-1.10030, -3.17933, 0.97209], [0.26168, -3.11958, -0.14552], [1.77925, -3.45431, 1.84576]]
}



[4]
{
  "formula": "C16H24N2O3",
  "method": "ωB97M-V/def2-TZVPD",
  "e_above_lowest_kj_mol": 311.18,
  "multiplicity": 1,
  "gap_ev": 6.96,
  "elements": ["C", "C", "C", "O", "C", "C", "O", "H", "H", "H", "H", "H", "H", "H", "H", "C", "C", "N", "C", "C", "C", "C", "N", "C", "C", "C", "C", "C", "O", "H", "H", "H", "H", "H", "H", "H", "H", "H", "H", "H", "H", "H", "H", "H", "H"],
  "positions_angstrom": [[2.65633, 2.38771, 2.90468], [2.00893, 1.67357, 1.70750], [1.34379, 0.32257, 2.03324], [1.41603, -0.65447, 1.30467], [0.59515, 0.32123, 3.38211], [1.28662, 1.08381, 4.52227], [1.91926, 2.31055, 4.13251], [3.67638, 2.00620, 3.08509], [2.73633, 3.46740, 2.71660], [1.21550, 2.32227, 1.29079], [2.74981, 1.48778, 0.92450], [-0.38782, 0.79390, 3.19802], [0.43756, -0.72310, 3.66536], [0.55474, 1.39401, 5.28211], [2.03578, 0.44881, 5.02684], [2.20967, -1.47108, -3.67335], [1.75966, -1.90093, -2.29002], [0.33279, -1.75961, -2.01403], [-0.49687, -2.94344, -2.29898], [-0.68630, -3.89624, -1.12953], [-0.15824, -0.51984, -1.65606], [-1.51655, -0.48305, -1.22282], [-2.13822, 0.69158, -0.83760], [-1.74876, 1.92382, -1.33118], [-2.40993, 3.07426, -0.93665], [-3.46658, 3.01883, -0.02139], [-3.84641, 1.76146, 0.46377], [-3.20273, 0.61701, 0.04739], [0.58401, 0.48870, -1.70684], [3.28858, -1.61620, -3.76603], [1.72642, -2.08359, -4.44030], [1.98314, -0.41822, -3.85576], [1.95116, -2.97414, -2.17522], [2.30450, -1.34845, -1.51537], [-1.46900, -2.60120, -2.67568], [0.03695, -3.46114, -3.11018], [-1.30890, -4.72995, -1.46192], [0.27769, -4.29862, -0.80491], [-1.17889, -3.41711, -0.27705], [-2.05171, -1.40681, -1.01401], [-0.88407, 1.92777, -1.98005], [-2.06697, 4.01672, -1.35516], [-3.97939, 3.92129, 0.30986], [-4.66033, 1.64387, 1.18138], [-3.42912, -0.39791, 0.37142]]
}



Q: Which formula does entry 1 have?
A: C44H55F33O22